1.
This record from the OMol25 dataset describes a structure of composition C36H100F3N14O14S at a distorted geometry. The level of theory is the ωB97M-V functional and the def2-TZVPD basis.

Element x y z (Å)
C (0.15, 0.73, -0.02)
F (-0.15, 1.09, -1.27)
F (1.46, 0.69, 0.13)
F (-0.40, 1.58, 0.84)
S (-0.62, -1.01, 0.18)
O (-2.04, -0.95, -0.13)
O (0.09, -1.80, -0.82)
O (-0.33, -1.41, 1.56)
C (0.36, -5.70, -0.46)
O (-0.76, -5.84, -0.95)
N (1.04, -4.54, -0.57)
N (0.99, -6.68, 0.25)
H (1.82, -4.36, 0.05)
H (0.51, -3.77, -0.97)
H (1.80, -6.59, 0.83)
H (0.73, -7.65, 0.17)
C (4.21, 2.18, 0.95)
O (4.83, 1.14, 0.76)
N (4.74, 3.42, 0.75)
N (2.86, 2.20, 1.17)
H (5.65, 3.40, 0.32)
H (4.41, 4.31, 1.05)
H (2.43, 1.32, 1.38)
H (2.29, 2.97, 0.84)
C (-0.84, -0.24, 5.06)
O (-1.45, 0.18, 6.04)
N (-0.24, -1.47, 5.07)
N (-0.92, 0.28, 3.81)
H (0.27, -1.85, 4.28)
H (-0.10, -1.99, 5.91)
H (-0.65, -0.22, 2.97)
H (-1.29, 1.21, 3.83)
C (-6.67, 1.30, -0.54)
C (-5.20, 1.02, -0.76)
C (-4.19, 1.99, -0.20)
O (-4.00, 3.13, -1.03)
C (-3.41, 4.29, -0.48)
N (-4.86, -0.24, -0.11)
H (-6.97, 2.14, -1.17)
H (-6.90, 1.41, 0.52)
H (-7.25, 0.41, -0.82)
H (-4.91, 0.78, -1.80)
H (-3.20, 1.53, -0.06)
H (-4.39, 2.20, 0.86)
H (-3.52, 4.95, -1.35)
H (-2.37, 3.94, -0.41)
H (-3.78, 4.76, 0.43)
H (-3.88, -0.48, -0.28)
H (-5.29, -1.04, -0.58)
C (-0.86, 6.67, 1.26)
C (0.51, 6.24, 1.77)
C (1.31, 5.48, 0.72)
O (0.65, 4.28, 0.33)
C (0.69, 4.12, -1.09)
N (1.18, 7.49, 2.26)
H (-1.46, 5.76, 1.23)
H (-0.76, 7.00, 0.22)
H (-1.41, 7.40, 1.84)
H (0.43, 5.61, 2.66)
H (2.33, 5.24, 1.02)
H (1.49, 6.16, -0.13)
H (0.17, 5.01, -1.47)
H (0.08, 3.28, -1.41)
H (1.69, 4.19, -1.54)
H (1.05, 8.16, 1.49)
H (2.17, 7.28, 2.12)
C (3.22, 3.29, -2.59)
C (4.18, 2.13, -2.82)
C (5.60, 2.29, -2.22)
O (6.47, 1.30, -2.72)
C (7.73, 1.42, -2.09)
N (3.50, 0.90, -2.33)
H (2.24, 3.07, -3.01)
H (3.57, 4.23, -3.02)
H (3.15, 3.39, -1.50)
H (4.39, 1.95, -3.88)
H (5.51, 2.27, -1.13)
H (5.92, 3.28, -2.58)
H (7.76, 1.29, -1.01)
H (8.19, 2.39, -2.30)
H (8.33, 0.61, -2.50)
H (2.81, 1.13, -1.62)
H (4.24, 0.38, -1.87)
C (-2.13, -0.93, -5.91)
C (-2.46, -0.97, -4.40)
C (-3.78, -1.68, -4.15)
O (-4.83, -0.75, -4.50)
C (-6.10, -1.34, -4.36)
N (-1.43, -1.67, -3.64)
H (-1.87, -1.95, -6.19)
H (-1.29, -0.29, -6.20)
H (-3.01, -0.51, -6.40)
H (-2.50, 0.07, -4.06)
H (-3.90, -1.74, -3.06)
H (-3.93, -2.59, -4.73)
H (-6.92, -0.64, -4.51)
H (-6.14, -1.79, -3.36)
H (-6.25, -2.18, -5.05)
H (-1.44, -1.14, -2.77)
H (-0.48, -1.36, -3.85)
C (-4.36, 3.43, 6.30)
C (-3.96, 4.59, 5.46)
C (-4.29, 4.42, 3.94)
O (-3.86, 3.23, 3.33)
C (-2.48, 3.18, 3.07)
N (-4.51, 5.86, 5.98)
H (-5.40, 3.13, 6.15)
H (-4.04, 3.58, 7.33)
H (-3.73, 2.58, 6.02)
H (-2.87, 4.70, 5.56)
H (-3.87, 5.30, 3.43)
H (-5.38, 4.39, 3.81)
H (-2.24, 2.24, 2.59)
H (-1.88, 3.30, 3.98)
H (-2.13, 3.97, 2.38)
H (-5.52, 5.80, 5.79)
H (-4.27, 6.65, 5.39)
C (2.96, -2.25, 2.23)
C (4.07, -2.70, 1.31)
C (5.44, -2.20, 1.81)
O (5.59, -0.80, 1.74)
C (5.66, -0.27, 0.44)
N (4.08, -4.16, 1.37)
H (2.97, -1.15, 2.32)
H (3.19, -2.54, 3.26)
H (1.98, -2.58, 1.90)
H (3.89, -2.43, 0.28)
H (6.20, -2.71, 1.20)
H (5.57, -2.52, 2.84)
H (6.33, 0.60, 0.47)
H (4.71, 0.09, 0.04)
H (6.14, -0.98, -0.24)
H (4.13, -4.62, 2.26)
H (4.68, -4.60, 0.68)
C (-2.34, -4.30, 4.00)
C (-1.84, -4.66, 2.58)
C (-2.83, -4.16, 1.53)
O (-4.15, -4.66, 1.70)
C (-4.28, -5.99, 1.30)
N (-0.53, -4.00, 2.42)
H (-2.78, -3.30, 3.94)
H (-1.58, -4.50, 4.75)
H (-3.20, -4.91, 4.32)
H (-1.78, -5.75, 2.62)
H (-2.46, -4.45, 0.54)
H (-2.89, -3.07, 1.56)
H (-3.81, -6.21, 0.33)
H (-5.34, -6.25, 1.21)
H (-3.81, -6.65, 2.04)
H (-0.75, -3.01, 2.31)
H (-0.14, -4.35, 1.55)
C (1.27, -5.09, -5.81)
C (2.47, -4.34, -5.24)
C (2.28, -3.84, -3.83)
O (3.47, -3.20, -3.41)
C (3.45, -2.91, -2.03)
N (3.64, -5.21, -5.40)
H (1.00, -6.00, -5.27)
H (1.39, -5.29, -6.88)
H (0.35, -4.50, -5.75)
H (2.54, -3.48, -5.92)
H (2.02, -4.71, -3.21)
H (1.45, -3.13, -3.85)
H (2.54, -2.47, -1.62)
H (4.22, -2.15, -1.88)
H (3.83, -3.81, -1.53)
H (4.50, -4.68, -5.36)
H (3.60, -5.48, -6.38)

Calculated values
Charge = -1
Spin multiplicity = 1
Lowest unoccupied orbital energy = 1.7 eV
ΔE to the lowest compared entry with this formula, charge and spin = 189.10 kcal/mol



2.
This record from the OMol25 dataset describes a cluster of 2 separate species, C2H7NOSi in total at a distorted geometry. The level of theory is the ωB97M-V functional and the def2-TZVPD basis.

Element x y z (Å)
C (-0.31, -2.23, -0.87)
C (-0.90, -2.24, 0.47)
N (-0.85, -2.56, 1.59)
O (-0.89, -2.91, 2.74)
Si (0.33, 1.79, 0.87)
H (-0.12, -1.20, -1.10)
H (0.53, -2.82, -1.06)
H (-1.17, -2.63, -1.65)
H (0.37, 0.46, 0.33)
H (-0.82, 2.38, 1.81)
H (1.53, 1.93, 1.67)
H (0.27, 2.63, -0.46)

Calculated values
Spin multiplicity = 1
Lowest unoccupied orbital energy = 0.6 eV
ΔE to the lowest compared entry with this formula, charge and spin = 122.98 kcal/mol



3.
This record from the OMol25 dataset describes a cluster of 5 separate species, C25H65BFN2O15P2S4 in total at a distorted geometry. The level of theory is the ωB97M-V functional and the def2-TZVPD basis.

Element x y z (Å)
C (2.14, 0.80, 3.37)
C (2.27, 0.14, 2.01)
C (1.83, 0.97, 0.71)
P (2.81, 0.92, -0.91)
F (3.73, 1.00, -2.41)
C (3.32, -0.93, -0.87)
C (4.79, -1.29, -1.57)
C (5.46, -2.60, -0.77)
O (6.94, -2.34, -0.69)
C (1.28, 0.47, -2.02)
C (0.22, -0.60, -1.50)
C (-1.37, -0.16, -1.80)
C (-1.81, 1.22, -1.03)
C (-2.46, 1.02, 0.46)
B (2.50, 2.83, -1.16)
O (1.19, 3.50, -0.99)
N (3.64, 3.81, -1.53)
C (3.73, 4.08, -3.00)
C (3.28, 5.15, -0.90)
P (4.68, 1.58, 0.09)
N (5.40, 0.35, 1.13)
O (4.34, 2.88, 1.26)
H (3.00, 0.64, 4.18)
H (1.25, 1.49, 3.69)
H (2.59, -1.00, 2.10)
H (1.92, 2.11, 1.07)
H (0.64, 0.89, 0.64)
H (2.64, -1.64, -1.57)
H (3.34, -1.46, 0.15)
H (5.59, -0.47, -1.55)
H (4.67, -1.63, -2.71)
H (5.30, -3.58, -1.38)
H (5.11, -2.68, 0.34)
H (7.11, -1.47, -0.20)
H (0.70, 1.42, -2.41)
H (1.77, 0.02, -3.01)
H (0.23, -0.97, -0.40)
H (0.34, -1.60, -2.15)
H (-2.14, -1.00, -1.46)
H (-1.54, -0.05, -2.97)
H (-0.89, 1.93, -0.94)
H (-2.62, 1.79, -1.70)
H (-2.44, -0.10, 0.82)
H (-1.90, 1.72, 1.24)
H (-3.57, 1.44, 0.41)
H (1.01, 3.74, -0.04)
H (4.80, 3.68, -3.36)
H (2.87, 3.49, -3.54)
H (3.74, 5.23, -3.19)
H (2.89, 5.07, 0.21)
H (4.25, 5.82, -0.85)
H (2.46, 5.75, -1.51)
H (5.77, 0.71, 2.04)
H (4.85, -0.49, 1.35)
H (3.89, 2.51, 2.07)
O (-5.27, -0.49, 2.47)
S (-6.43, 0.26, 2.90)
O (-6.96, 0.15, 4.25)
O (-7.65, 0.03, 1.84)
C (-8.07, -1.31, 1.59)
C (-8.87, -1.87, 2.75)
C (-6.16, 1.98, 2.57)
H (-7.22, -1.94, 1.34)
H (-8.71, -1.28, 0.70)
H (-8.24, -1.98, 3.64)
H (-9.27, -2.86, 2.50)
H (-9.70, -1.21, 3.01)
H (-5.79, 2.09, 1.54)
H (-5.41, 2.35, 3.28)
H (-7.10, 2.53, 2.71)
O (3.45, -5.72, -1.55)
S (3.96, -6.93, -2.16)
O (3.36, -7.50, -3.35)
O (4.09, -8.09, -1.02)
C (2.93, -8.44, -0.29)
C (1.96, -9.26, -1.13)
C (5.70, -6.72, -2.48)
H (2.44, -7.55, 0.12)
H (3.25, -9.05, 0.56)
H (1.55, -8.66, -1.95)
H (1.11, -9.60, -0.52)
H (2.46, -10.12, -1.57)
H (6.18, -6.32, -1.59)
H (5.80, -6.02, -3.31)
H (6.13, -7.68, -2.76)
O (-8.46, -1.34, -1.97)
S (-8.50, -1.17, -3.40)
O (-9.59, -1.70, -4.21)
O (-7.09, -1.68, -4.04)
C (-6.66, -3.01, -3.78)
C (-7.48, -4.02, -4.58)
C (-8.33, 0.55, -3.78)
H (-6.70, -3.23, -2.71)
H (-5.62, -3.08, -4.09)
H (-8.52, -4.03, -4.25)
H (-7.08, -5.03, -4.44)
H (-7.47, -3.77, -5.64)
H (-7.49, 0.96, -3.21)
H (-9.25, 1.05, -3.49)
H (-8.16, 0.67, -4.85)
O (3.13, 4.26, 4.71)
S (3.84, 5.50, 4.45)
O (4.87, 5.99, 5.34)
O (2.76, 6.69, 4.20)
C (1.79, 6.96, 5.22)
C (2.42, 7.66, 6.41)
C (4.51, 5.44, 2.81)
H (1.29, 6.03, 5.52)
H (1.03, 7.61, 4.78)
H (3.14, 7.01, 6.92)
H (1.65, 7.94, 7.14)
H (2.95, 8.55, 6.10)
H (3.73, 5.11, 2.12)
H (5.34, 4.73, 2.81)
H (4.87, 6.44, 2.54)

Calculated values
Charge = -1
Spin multiplicity = 1
Lowest unoccupied orbital energy = 1.7 eV



4.
This record from the OMol25 dataset describes an isolated molecule of CH3Cl2OP at a distorted geometry. The level of theory is the ωB97M-V functional and the def2-TZVPD basis.

Element x y z (Å)
C (0.97, -0.19, -0.57)
O (-0.29, 0.06, -0.56)
P (-1.38, -0.26, 0.84)
Cl (1.94, 1.32, -0.21)
Cl (1.42, -1.25, 0.77)
H (1.29, -0.66, -1.42)
H (-2.36, -0.26, 0.00)
H (-1.59, 1.24, 1.16)

Calculated values
Spin multiplicity = 1
Lowest unoccupied orbital energy = 0.3 eV
ΔE to the lowest compared entry with this formula, charge and spin = 83.39 kcal/mol



5.
This record from the OMol25 dataset describes an isolated molecule of C2Br2FN at a distorted geometry. The level of theory is the ωB97M-V functional and the def2-TZVPD basis.

Element x y z (Å)
C (0.46, -0.47, -0.33)
C (-0.59, 0.50, 0.34)
N (1.21, -1.22, -0.75)
F (-0.17, 1.63, 0.88)
Br (-1.79, -0.58, 1.65)
Br (-1.87, 1.01, -1.26)

Calculated values
Spin multiplicity = 1
Lowest unoccupied orbital energy = -1.2 eV
ΔE to the lowest compared entry with this formula, charge and spin = 10.72 kcal/mol



6.
This record from the OMol25 dataset describes a cluster of 2 separate species, C3H6F3NO in total at a distorted geometry. The level of theory is the ωB97M-V functional and the def2-TZVPD basis.

Element x y z (Å)
C (-0.10, 0.56, 1.62)
C (-0.57, -0.13, 0.40)
C (-0.60, 0.59, -0.90)
N (1.90, -1.19, -0.68)
O (-1.27, -1.27, 0.52)
F (0.48, 1.34, -1.12)
F (-1.65, 1.47, -0.98)
F (-0.76, -0.24, -1.94)
H (-0.74, 1.43, 1.84)
H (-0.14, -0.13, 2.45)
H (0.91, 0.93, 1.48)
H (2.43, -0.32, -0.71)
H (1.59, -1.37, -1.64)
H (-1.48, -1.67, -0.33)

Calculated values
Spin multiplicity = 1
Lowest unoccupied orbital energy (alpha / beta) = -0.9 / -2.7 eV
ΔE to the lowest compared entry with this formula, charge and spin = 121.41 kcal/mol



7.
This record from the OMol25 dataset describes the ion C4H12ClN2 with charge +1 at a distorted geometry. The level of theory is the ωB97M-V functional and the def2-TZVPD basis.

Element x y z (Å)
C (-1.62, 2.02, 0.82)
C (0.40, -1.61, 0.83)
C (1.25, -1.23, -1.39)
C (-0.38, 0.34, -0.36)
N (-0.38, 1.27, 0.74)
N (0.74, -0.63, -0.19)
Cl (0.94, 2.46, 0.36)
H (-1.52, 2.85, 1.61)
H (-1.99, 2.40, -0.13)
H (-2.38, 1.33, 1.00)
H (0.12, -2.64, 0.50)
H (1.27, -1.82, 1.45)
H (-0.35, -1.06, 1.39)
H (0.65, -2.11, -1.73)
H (1.15, -0.59, -2.27)
H (2.25, -1.44, -1.26)
H (-0.36, 0.62, -1.42)
H (-1.29, -0.13, -0.18)
H (1.52, -0.02, 0.22)

Calculated values
Charge = +1
Spin multiplicity = 1
Lowest unoccupied orbital energy = -3.3 eV
ΔE to the lowest compared entry with this formula, charge and spin = 34.62 kcal/mol



8.
This record from the OMol25 dataset describes a cluster of 2 separate species, C3H7NO3 in total at a distorted geometry. The level of theory is the ωB97M-V functional and the def2-TZVPD basis.

Element x y z (Å)
N (-0.40, -0.64, 1.65)
C (0.18, 0.27, 2.53)
O (0.47, 1.53, 1.98)
O (0.44, 0.00, 3.68)
H (-0.35, -1.59, 2.01)
H (-0.19, -0.52, 0.70)
H (-0.31, 1.96, 1.52)
C (0.00, 0.87, -2.20)
C (-0.14, -0.45, -2.14)
O (0.65, -1.16, -1.24)
H (-0.62, 1.48, -2.86)
H (0.73, 1.40, -1.61)
H (-0.91, -1.04, -2.68)
H (0.43, -2.09, -1.35)

Calculated values
Spin multiplicity = 1
Lowest unoccupied orbital energy = 0.4 eV
ΔE to the lowest compared entry with this formula, charge and spin = 40.35 kcal/mol



9.
This record from the OMol25 dataset describes a cluster of 2 separate species, C19H40N5O3P in total at a distorted geometry. The level of theory is the ωB97M-V functional and the def2-TZVPD basis.

Element x y z (Å)
C (1.60, 5.18, 1.01)
C (0.74, 4.53, -0.14)
C (1.55, 3.55, -1.09)
C (1.82, 2.12, -0.50)
N (0.77, 1.10, -0.88)
C (-0.44, 1.43, -0.19)
C (-0.63, 1.61, 1.23)
N (-2.00, 1.97, 1.29)
P (-2.68, 2.32, 2.88)
O (-2.10, 3.61, 3.38)
C (-2.64, 2.00, 0.07)
C (-4.12, 2.36, -0.24)
C (-4.39, 3.93, -0.29)
O (-4.39, 4.47, 1.04)
C (-5.84, 4.13, -0.93)
N (-5.71, 4.67, -2.32)
N (-1.66, 1.65, -0.85)
H (2.39, 5.89, 0.62)
H (2.02, 4.44, 1.74)
H (0.88, 5.81, 1.61)
H (0.40, 5.39, -0.80)
H (-0.19, 4.10, 0.31)
H (1.01, 3.52, -2.07)
H (2.56, 4.02, -1.26)
H (2.76, 1.75, -1.00)
H (2.03, 2.10, 0.60)
H (1.16, 0.20, -0.56)
H (0.13, 1.50, 2.03)
H (-4.09, 2.47, 2.78)
H (-2.32, 1.28, 3.79)
H (-4.41, 1.86, -1.21)
H (-4.77, 1.95, 0.58)
H (-3.63, 4.44, -0.95)
H (-5.07, 3.97, 1.54)
H (-6.37, 4.93, -0.34)
H (-6.46, 3.20, -0.91)
H (-5.05, 4.03, -2.79)
H (-5.25, 5.58, -2.22)
H (-1.81, 1.56, -1.86)
C (1.14, -5.51, -1.51)
C (2.19, -4.38, -1.42)
C (3.57, -4.97, -1.07)
C (3.73, -5.36, 0.40)
C (3.32, -4.21, 1.32)
C (1.91, -3.68, 1.01)
N (1.73, -3.36, -0.43)
O (2.38, -2.23, -0.68)
C (0.87, -4.73, 1.47)
C (1.63, -2.47, 1.92)
C (2.28, -3.82, -2.85)
H (0.14, -5.15, -1.28)
H (1.09, -5.93, -2.52)
H (1.36, -6.35, -0.86)
H (4.36, -4.24, -1.30)
H (3.77, -5.84, -1.69)
H (3.14, -6.26, 0.62)
H (4.77, -5.63, 0.60)
H (3.38, -4.54, 2.36)
H (4.06, -3.41, 1.21)
H (-0.14, -4.41, 1.20)
H (0.89, -4.85, 2.55)
H (1.03, -5.72, 1.06)
H (2.37, -1.68, 1.80)
H (1.66, -2.76, 2.97)
H (0.64, -2.05, 1.72)
H (1.34, -3.37, -3.16)
H (2.51, -4.62, -3.56)
H (3.07, -3.08, -2.96)

Calculated values
Charge = +1
Spin multiplicity = 2
Lowest unoccupied orbital energy (alpha / beta) = -3.3 / -3.3 eV
⟨S²⟩ = 0.75